2 unconnected molecules or ions with the total composition C10H16 in a non-equilibrium geometry, computed with ωB97M-V with the def2-TZVPD basis set.

Properties
HOMO level in hartree: -0.3343
Structure (SMILES): CCc1ccccc1.CC
Gap between HOMO and LUMO in eV: 10.12

Atoms and positions in Å:
C1 1.50376 2.34855 0.42773
C2 2.12742 1.00363 0.02356
C3 1.14998 -0.13232 -0.14133
C4 0.46687 -0.74342 0.90728
C5 -0.38525 -1.77900 0.56309
C6 -0.56068 -2.30766 -0.70044
C7 0.14983 -1.69578 -1.72478
C8 1.00565 -0.63479 -1.42726
H1 1.97366 3.21175 -0.03720
H2 1.55711 2.49357 1.49840
H3 0.43306 2.42020 0.25047
H4 2.75675 1.05325 -0.85869
H5 2.76826 0.81924 0.85555
H6 0.59218 -0.47659 1.94127
H7 -0.99613 -2.22184 1.34810
H8 -1.33537 -3.04754 -0.83575
H9 0.19999 -2.06866 -2.74019
H10 1.50456 -0.21277 -2.29057
C9 -2.37876 0.63294 0.27773
C10 -2.20322 1.78613 1.28933
H11 -3.15796 0.90431 -0.42873
H12 -1.47983 0.60255 -0.32186
H13 -2.59700 -0.25627 0.85541
H14 -1.22696 1.79607 1.77631
H15 -2.91092 1.75171 2.11287
H16 -2.34971 2.72162 0.74716

Results of the Löwdin charge analysis, in e, for atoms 1 through 4: atom 1 (C): -0.09, atom 2 (C): -0.19, atom 3 (C): -0.25, atom 4 (C): -0.05

3 unconnected molecules or ions with the total composition C3H12N2O in a non-equilibrium geometry, computed with ωB97M-V with the def2-TZVPD basis set.

Properties
HOMO level in hartree: -0.3562
Structure (SMILES): C=C.NCO.N
Gap between HOMO and LUMO in eV: 10.67

Atoms and positions in Å:
C1 2.37537 -0.56385 2.80087
C2 2.00079 0.13246 1.73766
H1 2.35204 -1.66468 2.90151
H2 2.74798 0.00361 3.63419
H3 1.78394 -0.26645 0.74407
H4 2.09323 1.22149 1.84796
N1 -0.42703 1.92780 -1.58232
C3 -0.70266 1.12681 -0.45369
O1 -0.39455 1.67494 0.89006
H5 -0.66964 2.90764 -1.52375
H6 0.57314 1.95080 -1.74695
H7 -1.74018 0.86305 -0.28998
H8 0.00720 0.28375 -0.44937
H9 -1.01373 2.32850 1.22752
N2 -2.15182 -3.77135 -2.72822
H10 -2.53019 -4.27671 -3.51609
H11 -2.74122 -3.80261 -1.90377
H12 -1.42454 -4.43725 -2.35693

Results of the Löwdin charge analysis, in e, for atoms 1 through 4: atom 1 (C): -0.09, atom 2 (C): -0.10, atom 3 (H): 0.05, atom 4 (H): 0.03

2 unconnected molecules or ions with the total composition C6H17N2O2 in a non-equilibrium geometry, computed with ωB97M-V with the def2-TZVPD basis set.

Properties
Charge: +1
HOMO level in hartree: -0.5116
Gap between HOMO and LUMO in eV: 10.72

Atoms and positions in Å:
C1 -4.00714 -0.62468 0.31643
C2 -2.82701 0.18510 -0.16213
C3 -1.43181 -0.60564 0.12933
C4 -0.14714 0.16714 -0.21768
C5 1.05426 -0.76147 0.07312
C6 2.42742 -0.19679 -0.36996
N1 2.67369 0.51961 -1.39716
N2 2.82033 1.57511 1.18788
O1 4.63869 -0.55677 -0.07288
O2 3.30941 -0.96377 0.23910
H1 -3.69828 -1.66881 0.37694
H2 -4.84588 -0.48248 -0.38592
H3 -4.37338 -0.25043 1.31882
H4 -2.92453 1.16687 0.42850
H5 -2.96578 0.37447 -1.24400
H6 -1.41944 -0.87529 1.29960
H7 -1.48033 -1.61473 -0.39423
H8 -0.09966 0.35532 -1.40576
H9 -0.12066 1.06601 0.41698
H10 1.17607 -1.06264 1.14990
H11 1.12781 -1.71188 -0.40566
H12 3.61603 0.71905 -1.70958
H13 1.95070 1.15336 -1.71392
H14 2.62841 2.42940 0.71845
H15 3.86556 1.56191 1.34065
H16 2.37897 1.75715 2.18036
H17 5.13570 -0.70887 0.83599

Results of the Löwdin charge analysis, in e, for atoms 1 through 4: atom 1 (C): -0.15, atom 2 (C): -0.27, atom 3 (C): -0.22, atom 4 (C): -0.21

2 unconnected molecules or ions with the total composition C5H14O5 in a non-equilibrium geometry, computed with ωB97M-V with the def2-TZVPD basis set.

Properties
HOMO level in hartree: -0.3656
Structure (SMILES): CC(O)(O)C(O)(O)O.CC
Gap between HOMO and LUMO in eV: 10.72

Atoms and positions in Å:
C1 -0.53590 -1.73309 -0.84213
C2 -1.65078 -0.89891 -0.22959
O1 -2.41897 -1.72468 0.58837
O2 -2.46035 -0.31835 -1.25315
C3 -1.10113 0.32339 0.57771
O3 -0.06981 0.00526 1.41001
O4 -2.19576 0.79586 1.33194
O5 -0.64750 1.31677 -0.31510
H1 -0.98002 -2.54747 -1.41277
H2 0.05847 -1.11595 -1.51304
H3 0.08409 -2.15302 -0.05416
H4 -2.89957 -1.14397 1.19776
H5 -3.06584 -1.00233 -1.56118
H6 1.02535 0.07025 0.91784
H7 -1.82752 1.29172 2.07320
H8 -1.33919 1.44739 -0.97817
C4 2.54505 0.96329 -0.77613
C5 2.46236 0.80534 0.73759
H9 2.08103 0.11557 -1.27442
H10 3.58089 1.02657 -1.10486
H11 2.00518 1.85505 -1.09128
H12 1.40774 1.08855 1.22935
H13 2.95536 -0.09520 1.10630
H14 2.98684 1.62796 1.23590

Results of the Löwdin charge analysis, in e, for atoms 1 through 4: atom 1 (C): 0.02, atom 2 (C): -0.55, atom 3 (O): 0.05, atom 4 (O): 0.02

2 unconnected molecules or ions with the total composition C4H11NO, computed with ωB97M-V with the def2-TZVPD basis set.

Properties
HOMO level in hartree: -0.3511
Structure (SMILES): C=CC.NCO
Gap between HOMO and LUMO in eV: 10.47

Atoms and positions in Å:
C1 1.50059 0.07479 -2.09202
C2 1.82121 0.41809 -0.85599
C3 3.05794 -0.07946 -0.15917
H1 0.68033 0.52150 -2.63998
H2 1.99207 -0.71903 -2.64151
H3 1.27638 1.19816 -0.33833
H4 3.21078 -1.15880 -0.27203
H5 3.05024 0.10485 0.91004
H6 3.94454 0.36697 -0.60788
N1 -1.95575 -1.22297 1.24598
C4 -1.77998 -0.05768 0.42417
O1 -2.33476 1.09109 1.04725
H7 -2.00993 -2.06776 0.69632
H8 -1.23230 -1.31539 1.94514
H9 -2.28156 -0.18670 -0.53716
H10 -0.73242 0.16948 0.20271
H11 -2.62481 0.80521 1.91858

Results of the Löwdin charge analysis, in e, for atoms 1 through 4: atom 1 (C): -0.02, atom 2 (C): -0.25, atom 3 (C): -0.12, atom 4 (H): 0.05

A molecular structure, C31H52BrFeN5P2 in a non-equilibrium geometry, computed with ωB97M-V with the def2-TZVPD basis set.

Properties
Charge: +2
HOMO level (spin up / spin down) in hartree: -0.4833 / -0.4841
Spin multiplicity: 5
Gap between HOMO and LUMO (spin up / spin down) in eV: 7.09 / 6.55
<S²>: 6.0116

Atoms and positions in Å:
N1 -5.40920 -1.40427 3.46213
C1 -4.75281 -0.41622 4.06421
C2 -4.35240 0.72153 3.35128
C3 -4.67673 0.87001 1.98249
C4 -5.46901 -0.17320 1.41222
C5 -5.81824 -1.28256 2.19885
C6 -4.13872 1.96757 1.17285
Fe1 0.37374 0.42648 -0.62233
P1 2.57032 0.41538 -1.79407
C7 -4.07436 1.91662 -0.20091
C8 -2.89170 2.32440 -0.96233
C9 -2.64996 1.77559 -2.24946
C10 -1.45408 2.02395 -2.91339
C11 -0.48510 2.81208 -2.29305
C12 -0.74171 3.48897 -1.09814
C13 -1.92349 3.20135 -0.40335
Br1 0.99686 3.42667 -3.45459
H1 -3.81226 2.86737 1.72107
H2 -4.88584 1.45629 -0.79495
H3 -3.73102 1.45503 3.84614
H4 -5.76100 -0.18792 0.36726
H5 -4.49966 -0.52825 5.13057
H6 -6.41646 -2.11540 1.80823
H7 -3.43485 1.17745 -2.70359
H8 -2.12832 3.72109 0.53633
H9 -1.25516 1.59164 -3.87232
H10 0.03198 4.14745 -0.72371
P2 -0.42277 -2.06027 -0.73942
C14 3.00723 2.08629 -1.08612
C15 3.85799 3.04190 -1.91612
H11 3.48481 1.92207 -0.10396
H12 2.04895 2.59553 -0.88913
H13 4.05495 3.96409 -1.35480
H14 4.82968 2.61955 -2.17810
H15 3.32547 3.34407 -2.82735
C16 2.01961 0.31573 -3.54918
C17 3.13207 0.53582 -4.57202
H16 1.22440 1.05591 -3.72257
H17 1.56680 -0.67743 -3.67416
H18 2.71549 0.75972 -5.56382
H19 3.79124 1.37733 -4.31914
H20 3.76067 -0.35754 -4.69090
C18 4.05431 -0.66287 -1.64264
C19 5.42820 -0.02919 -1.91128
H21 3.94081 -1.53979 -2.29925
H22 4.01585 -1.01649 -0.59954
H23 6.24276 -0.76571 -1.83898
H24 5.50634 0.40953 -2.91349
H25 5.66466 0.76215 -1.19262
C20 0.40157 -3.50219 0.07783
C21 1.84565 -3.76998 -0.35417
H26 -0.22242 -4.39310 -0.11023
H27 0.37721 -3.34141 1.16796
H28 2.13710 -4.78801 -0.06456
H29 1.98771 -3.69064 -1.43783
H30 2.55493 -3.09540 0.14029
C22 -0.38184 -2.47631 -2.51926
C23 -1.50342 -1.83071 -3.33185
H31 -0.39615 -3.57554 -2.60815
H32 0.60153 -2.13250 -2.88051
H33 -1.47747 -2.19959 -4.36168
H34 -2.49430 -2.05664 -2.92844
H35 -1.40499 -0.74009 -3.38547
C24 -2.20831 -2.16566 -0.27309
C25 -2.59193 -2.80151 1.06518
H36 -2.72968 -2.68767 -1.08963
H37 -2.57961 -1.12592 -0.29406
H38 -3.60516 -3.21973 1.00361
H39 -1.92521 -3.61974 1.35580
H40 -2.62290 -2.07084 1.88130
C26 0.45160 1.66145 2.10638
N2 0.63991 0.33038 1.43419
C27 -0.33523 -0.54785 2.17344
N3 -0.05578 -0.65003 3.63107
C28 -0.17435 0.68061 4.23214
N4 0.74348 1.64709 3.55894
C29 2.11477 1.13691 3.77443
N5 2.29820 -0.22794 3.21052
C30 2.03727 -0.15246 1.77477
C31 1.30770 -1.16659 3.81152
H41 -0.60026 1.94055 1.96936
H42 1.11298 2.39415 1.64214
H43 -0.28519 -1.57570 1.78723
H44 -1.34496 -0.11929 2.04427
H45 0.12559 0.62179 5.28568
H46 -1.21036 1.04738 4.13764
H47 2.82061 1.81268 3.27277
H48 2.30076 1.11005 4.85491
H49 2.16794 -1.16557 1.36330
H50 2.76192 0.55206 1.34207
H51 1.50796 -1.27985 4.88511
H52 1.39278 -2.12614 3.27217

Results of the Löwdin charge analysis, in e, for atoms 1 through 4: atom 1 (N): 0.06, atom 2 (C): -0.12, atom 3 (C): -0.03, atom 4 (C): -0.21